(1)
The following is a quantum chemistry calculation of a gas-phase ion, C7H8NO3S (charge -1), from the Open Molecules 2025 dataset.

Last column: Löwdin charge in e.
Element x y z (Å)
C 0.718 -0.613 -1.254  -0.081
C 1.740 -0.013 -0.653  -0.103
C -0.624 -0.156 -1.191  -0.141
C 1.457 1.227 -0.055  -0.185
C -0.784 1.280 -0.519  -0.262
C -1.273 0.061 0.206  -0.370
C -0.659 -0.527 1.444  -0.030
N 0.365 1.858 -0.251  0.096
O -3.588 -1.323 0.265  -0.398
O -3.605 1.128 0.737  -0.361
O -3.224 0.389 -1.509  -0.372
S -3.123 0.057 -0.108  0.458
H 0.774 -1.459 -1.916  0.105
H 2.753 -0.204 -0.825  0.078
H -1.379 -0.443 -2.001  0.145
H 2.220 1.716 0.388  0.066
H -1.586 1.827 -0.984  0.124
H 0.393 -0.415 1.430  0.044
H -0.996 -1.555 1.570  0.085
H -1.154 0.036 2.269  0.102

Calculated values
strongest force on any atom	3.92	eV/A
gap between HOMO and LUMO	0.319	hartree
lowest unoccupied orbital energy	3.4558	eV
total charge	-1
energy relative to the best compared isomer or geometry (same formula, charge and spin)	93.06	kJ/mol
E	-950.1992	hartree

***

(2)
The following is a quantum chemistry calculation of a molecular structure, C4H5Cl11, from the Open Molecules 2025 dataset.

Last column: Löwdin charge in e.
Element x y z (Å)
C -0.967 2.103 0.818  -1.321
Cl -1.018 1.056 2.234  0.579
Cl -2.012 1.562 -0.463  0.576
Cl 0.696 2.302 0.127  0.505
H -1.234 3.129 1.072  0.029
C -0.308 -0.263 -1.455  -1.467
Cl 1.266 -0.021 -0.736  0.584
Cl -1.262 -1.287 -0.396  0.685
Cl -0.073 -0.991 -3.055  0.558
H -0.837 0.676 -1.618  -0.107
C 3.730 -0.892 -1.008  -1.633
Cl 4.396 0.701 -1.560  0.491
Cl 4.787 -1.700 0.128  0.541
Cl 3.524 -1.928 -2.390  0.535
H 2.702 -0.839 -0.650  -0.215
C -2.616 -0.811 1.705  -1.160
Cl -3.816 0.298 0.932  0.487
Cl -2.456 -0.576 3.463  0.494
H -2.884 -1.857 1.561  0.029
H -1.619 -0.664 1.290  -0.191

Calculated values
strongest force on any atom	4.35	eV/A
gap between HOMO and LUMO	0.374	hartree
lowest unoccupied orbital energy	0.3324	eV
energy relative to the best compared isomer or geometry (same formula, charge and spin)	608.14	kJ/mol
E	-5217.2732	hartree

***

(3)
The following is a quantum chemistry calculation of 4 unconnected molecules or ions with the total composition C12H28N6O7, from the Open Molecules 2025 dataset.

Last column: Löwdin charge in e.
Element x y z (Å)
C 1.719 -2.038 1.295  -0.128
O 1.606 -0.859 0.423  -0.276
C 0.288 -0.226 0.689  -0.228
C 0.089 1.228 -0.051  -0.148
C -0.798 2.243 0.930  -0.200
C -2.418 1.980 0.849  -0.211
C -2.920 0.795 1.865  -0.114
C -4.260 0.116 1.209  -0.249
C -4.179 -1.355 0.488  -0.083
O -5.649 -1.520 0.240  -0.079
C -6.452 -0.560 1.068  -0.230
O -7.706 -0.128 0.900  0.039
O -5.431 -0.176 2.098  -0.057
H 2.766 -1.976 1.845  0.082
H 0.909 -2.063 2.168  0.103
H 1.578 -3.058 0.703  0.096
H 0.157 -0.033 1.860  0.120
H -0.610 -0.911 0.362  0.124
H 1.124 1.707 -0.351  0.125
H -0.590 1.055 -1.004  0.112
H -0.457 2.208 2.053  0.117
H -0.588 3.351 0.560  0.087
H -2.808 1.700 -0.234  0.105
H -2.962 3.004 1.118  0.128
H -3.191 1.313 2.897  0.139
H -2.141 -0.053 2.069  0.109
H -4.771 0.776 0.365  0.162
H -3.506 -1.218 -0.485  0.151
H -3.860 -2.263 1.166  0.152
C 3.306 -2.440 -2.925  -0.724
O 3.569 -3.473 -3.519  0.007
N 3.752 -1.236 -3.326  0.148
N 2.546 -2.413 -1.815  0.164
H 3.546 -0.374 -2.849  0.098
H 4.328 -1.212 -4.157  0.109
H 2.189 -3.298 -1.479  0.097
H 2.318 -1.572 -1.312  0.065
C 5.186 -3.605 1.637  -0.687
O 4.221 -3.007 2.087  -0.006
N 6.443 -3.383 2.061  0.155
N 5.078 -4.541 0.676  0.166
H 7.249 -3.866 1.703  0.100
H 6.568 -2.686 2.784  0.114
H 4.148 -4.739 0.329  0.112
H 5.860 -5.044 0.293  0.103
C -1.565 5.308 -1.812  -0.706
O -0.760 4.901 -0.989  0.016
N -2.764 4.731 -2.004  0.160
N -1.324 6.372 -2.600  0.152
H -3.440 5.051 -2.677  0.101
H -2.986 3.927 -1.431  0.093
H -0.432 6.836 -2.487  0.114
H -1.974 6.722 -3.283  0.099

Calculated values
strongest force on any atom	9.80	eV/A
gap between HOMO and LUMO	0.368	hartree
lowest unoccupied orbital energy	0.4550	eV
E	-1329.1437	hartree

***

(4)
The following is a quantum chemistry calculation of 2 unconnected molecules or ions with the total composition C9H11O3, from the Open Molecules 2025 dataset.

Last column: Löwdin charge in e.
Element x y z (Å)
C -3.619 -1.581 -1.590  -0.056
C -3.643 -0.795 -0.277  -0.806
O -2.680 -0.743 0.541  -0.113
O -4.735 -0.248 -0.086  -0.104
H -4.166 -0.885 -2.244  0.065
H -4.154 -2.556 -1.654  0.069
H -2.640 -1.764 -1.821  0.009
C 1.830 0.256 2.772  -0.095
C 0.225 0.478 -0.522  0.019
C 1.383 0.550 -1.312  -0.372
C 0.270 0.670 0.899  -0.002
C 1.543 0.802 1.428  -0.307
C 2.617 0.913 -0.739  -0.043
C 2.726 1.055 0.661  -0.049
O 1.367 0.133 -2.587  0.015
H -0.666 0.287 -1.129  0.115
H -0.712 0.649 1.345  0.103
H 3.513 1.015 -1.444  0.116
H 2.240 0.329 -3.069  0.137
H 2.586 0.640 3.401  0.045
H 2.159 -0.858 2.769  0.118
H 3.561 1.307 1.250  0.082
H 0.994 0.345 3.408  0.055

Calculated values
strongest force on any atom	3.80	eV/A
gap between HOMO and LUMO	0.242	hartree
lowest unoccupied orbital energy	2.8749	eV
total charge	-1
energy relative to the best compared isomer or geometry (same formula, charge and spin)	237.07	kJ/mol
E	-575.2681	hartree

***

(5)
The following is a quantum chemistry calculation of a gas-phase ion, C5H5O3S (charge -1), from the Open Molecules 2025 dataset.

Last column: Löwdin charge in e.
Element x y z (Å)
C 0.936 -1.442 0.088  -0.147
C -0.316 -1.762 -0.538  -0.137
C 1.044 -0.263 0.665  -0.108
C -1.381 -1.040 -0.244  -0.175
C -0.163 0.698 0.829  -0.339
O -0.915 3.269 -0.455  -0.594
O 1.464 2.441 -0.316  -0.611
O -1.422 0.145 0.440  -0.146
S 0.038 2.091 -0.667  0.709
H 1.881 -1.895 -0.350  0.114
H -0.469 -2.483 -1.345  0.095
H 2.001 0.195 0.695  0.079
H -2.384 -1.186 -0.664  0.119
H -0.313 1.232 1.861  0.141

Calculated values
strongest force on any atom	3.00	eV/A
gap between HOMO and LUMO	0.244	hartree
lowest unoccupied orbital energy	3.7745	eV
total charge	-1
energy relative to the best compared isomer or geometry (same formula, charge and spin)	245.57	kJ/mol
E	-817.3891	hartree

***

(6)
The following is a quantum chemistry calculation of C6H11N in the gas phase, from the Open Molecules 2025 dataset.

Last column: Löwdin charge in e.
Element x y z (Å)
C 2.923 -1.101 -1.312  -0.158
N 1.958 -0.063 -1.013  -0.140
C 0.922 -0.536 -0.112  -0.267
C -3.513 1.094 1.496  -0.004
C -2.434 1.050 0.696  -0.212
C -1.240 0.210 0.851  -0.125
C -0.190 0.457 0.043  -0.093
H 3.421 -1.486 -0.419  0.077
H 3.723 -0.730 -1.951  0.073
H 2.481 -1.974 -1.816  0.076
H 1.559 0.241 -1.893  0.101
H 1.382 -0.732 0.867  0.124
H 0.493 -1.500 -0.423  0.117
H -3.378 0.831 2.539  0.053
H -4.468 1.342 1.055  0.048
H -2.437 1.660 -0.202  0.094
H -1.159 -0.261 1.828  0.118
H -0.042 1.497 -0.234  0.119

Calculated values
strongest force on any atom	2.60	eV/A
gap between HOMO and LUMO	0.320	hartree
lowest unoccupied orbital energy	0.5526	eV
energy relative to the best compared isomer or geometry (same formula, charge and spin)	274.07	kJ/mol
E	-289.8673	hartree

***

(7)
The following is a quantum chemistry calculation of 9 unconnected molecules or ions with the total composition C18H54O9, from the Open Molecules 2025 dataset.

Last column: Löwdin charge in e.
Element x y z (Å)
C 3.322 0.335 -0.486  -0.074
C 3.836 -0.629 -1.548  -0.333
O 5.057 -1.183 -1.109  -0.073
H 3.201 -0.240 0.432  0.048
H 2.362 0.779 -0.744  0.071
H 4.073 1.100 -0.287  0.079
H 3.970 -0.124 -2.511  0.110
H 3.094 -1.426 -1.675  0.089
H 5.302 -1.927 -1.664  0.083
C -2.471 2.080 -3.262  -0.098
C -2.962 3.155 -4.230  -0.314
O -4.310 3.504 -3.926  -0.074
H -2.923 1.114 -3.493  0.066
H -2.665 2.344 -2.223  0.063
H -1.383 1.992 -3.349  0.070
H -2.887 2.823 -5.269  0.107
H -2.285 4.006 -4.151  0.110
H -4.864 2.840 -4.346  0.079
C 0.790 -6.693 -2.308  -0.087
C -0.101 -5.457 -2.281  -0.341
O 0.370 -4.597 -1.265  -0.087
H 0.811 -7.185 -1.337  0.073
H 1.789 -6.409 -2.643  0.071
H 0.478 -7.444 -3.037  0.071
H -1.145 -5.750 -2.121  0.108
H -0.141 -4.998 -3.274  0.098
H -0.050 -3.734 -1.366  0.043
C 0.971 -2.131 -3.726  -0.070
C -0.308 -1.471 -3.195  -0.313
O -1.268 -2.420 -2.748  -0.076
H 0.743 -2.661 -4.649  0.078
H 1.425 -2.731 -2.942  0.060
H 1.572 -1.254 -3.976  0.076
H -0.674 -0.706 -3.884  0.107
H 0.003 -0.859 -2.339  0.085
H -2.169 -2.120 -2.884  0.091
C 0.846 -0.855 5.127  -0.073
C 1.253 0.491 4.528  -0.284
O 0.363 0.915 3.494  -0.104
H 0.991 -1.641 4.385  0.056
H -0.212 -0.842 5.397  0.075
H 1.406 -1.095 6.030  0.079
H 2.305 0.480 4.248  0.114
H 1.140 1.290 5.271  0.113
H -0.475 1.101 3.927  0.094
C -0.458 -0.864 0.474  -0.077
C -1.208 0.446 0.280  -0.272
O -0.429 1.514 0.812  -0.107
H 0.531 -0.790 0.010  0.055
H -0.954 -1.661 -0.085  0.072
H -0.235 -1.145 1.502  0.066
H -2.155 0.385 0.829  0.108
H -1.348 0.703 -0.769  0.099
H -0.183 1.248 1.715  0.042
C -4.268 2.886 1.184  -0.085
C -3.898 4.327 0.913  -0.326
O -4.930 4.954 0.131  -0.076
H -3.543 2.398 1.834  0.062
H -4.308 2.343 0.240  0.070
H -5.250 2.919 1.658  0.077
H -2.932 4.347 0.398  0.095
H -3.745 4.872 1.849  0.106
H -4.786 5.889 0.313  0.076
C -0.252 4.559 2.835  -0.081
C 0.417 4.935 1.517  -0.315
O -0.266 4.366 0.415  -0.098
H 0.422 4.704 3.682  0.072
H -0.583 3.521 2.871  0.049
H -1.122 5.209 2.951  0.068
H 1.455 4.580 1.551  0.105
H 0.433 6.015 1.372  0.109
H -0.436 3.443 0.667  0.031
C 2.337 -2.574 1.777  -0.100
C 3.344 -3.620 2.198  -0.294
O 3.215 -3.919 3.595  -0.086
H 2.266 -2.295 0.723  0.054
H 2.467 -1.609 2.273  0.065
H 1.338 -2.977 1.961  0.080
H 4.382 -3.290 2.094  0.111
H 3.229 -4.516 1.592  0.115
H 3.274 -3.073 4.050  0.066

Calculated values
strongest force on any atom	1.67	eV/A
gap between HOMO and LUMO	0.367	hartree
lowest unoccupied orbital energy	0.3872	eV
energy relative to the best compared isomer or geometry (same formula, charge and spin)	325.08	kJ/mol
E	-1395.2430	hartree